(1)
20
Properties=species:S:1:pos:R:3:forces:R:3:lowdin_charge:R:1 method="wB97M-V/def2-TZVPD" total_charge=0 e_homo_ev=-8.75 molar_mass_g_mol=141.25 relative_energy_kcal_mol=56.2
C 3.843750 0.518510 -0.005029 -0.06 0.12 0.03 -0.327
C 1.614175 -0.560394 0.102397 0.45 1.62 -0.01 -0.103
C -0.817896 0.572030 1.567389 0.29 -0.38 -0.56 -0.181
C -0.966168 -2.157849 0.001852 0.42 0.65 0.04 -0.178
C -0.654159 0.564853 -1.568190 0.18 -0.32 0.58 -0.176
N 3.847638 -0.816911 -0.023688 1.63 -0.37 -0.10 -0.036
N 2.607883 -1.251810 0.034432 -0.74 -0.43 0.05 -0.050
N 2.724782 1.156130 0.068118 -1.56 -1.52 0.00 0.088
Si -0.245116 -0.394254 0.029611 -0.89 0.24 -0.04 0.550
H 4.827814 0.963658 -0.057498 0.00 0.21 0.03 0.112
H -0.280849 1.511079 1.661682 0.13 0.15 -0.05 0.023
H -1.878160 0.803564 1.513532 -0.18 -0.02 -0.11 0.026
H -0.650888 0.006034 2.479573 0.08 -0.14 0.09 0.027
H -0.594000 -2.722143 -0.847522 0.10 -0.03 -0.17 0.028
H -0.701231 -2.706250 0.900675 0.07 -0.04 0.17 0.028
H -2.050371 -2.136057 -0.065028 -0.17 0.14 -0.01 0.028
H 0.145541 1.256828 -1.817534 0.14 0.08 0.04 0.019
H -0.782679 -0.104876 -2.413834 0.03 -0.16 -0.08 0.026
H -1.568104 1.143522 -1.464333 -0.17 0.03 0.10 0.024
H 2.627683 2.153655 0.095290 0.25 0.18 0.00 0.071

(2)
123
Properties=species:S:1:pos:R:3:forces:R:3:lowdin_charge:R:1 method="wB97M-V/def2-TZVPD" total_charge=-1 e_homo_ev=-4.01 molar_mass_g_mol=1047.39
C 5.166208 5.241642 -0.748913 0.04 -0.21 -0.24 -0.056
C 3.668308 5.476631 -0.945695 0.05 -0.21 0.03 -0.487
C 3.318560 6.632330 -1.931901 0.35 0.18 0.20 -0.282
O 2.432287 7.484188 -1.287632 -0.55 0.06 -0.17 -0.350
P 1.510797 6.598853 -0.025420 0.49 0.12 -0.23 0.526
C -0.109534 7.496789 -0.448988 0.03 0.12 0.11 -0.362
C -1.411621 6.700739 -0.420477 -0.07 -0.02 0.07 -0.345
C -1.450699 5.432377 -1.264871 -0.05 0.03 -0.30 -0.610
Cl -1.229955 3.903232 -0.351178 0.03 -0.18 0.17 0.481
O 3.074707 5.791238 0.274089 -0.38 0.01 0.07 -0.339
H 5.770003 6.112112 -1.014671 -0.04 0.10 0.14 0.065
H 5.510086 4.407334 -1.366545 0.07 0.05 -0.04 0.053
H 5.356453 4.982827 0.293206 -0.02 0.04 0.05 0.063
H 3.233897 4.546374 -1.348337 0.00 0.00 0.04 0.112
H 2.920456 6.224316 -2.873468 -0.06 -0.02 0.02 0.075
H 4.225902 7.202372 -2.184508 0.03 -0.04 -0.03 0.096
H 1.894136 7.638249 0.889506 0.06 0.00 0.06 0.001
H 0.863178 5.836543 1.010597 -0.03 -0.05 0.08 -0.016
H 1.226514 5.577951 -1.019908 0.00 -0.06 0.04 0.016
H -0.000780 7.978136 -1.424893 0.11 -0.06 -0.04 0.064
H -0.200199 8.305823 0.284194 -0.05 0.07 -0.04 0.057
H -1.687745 6.451046 0.606838 0.02 -0.06 0.01 0.085
H -2.221056 7.333204 -0.807545 -0.04 0.04 0.09 0.089
H -0.667978 5.428631 -2.019020 0.01 0.03 -0.02 0.045
H -2.419697 5.309460 -1.743782 -0.01 0.03 -0.04 0.046
C 7.445390 0.854803 3.108756 0.03 0.03 0.00 -0.070
C 8.680360 0.530215 2.560927 -0.01 0.00 0.02 -0.076
C 8.993141 0.923544 1.270031 0.02 -0.10 0.01 -0.015
C 8.042624 1.621849 0.549839 0.05 0.09 -0.05 -0.145
C 6.809762 1.964871 1.071800 -0.05 0.03 0.03 0.016
C 6.518803 1.577124 2.370494 -0.03 0.05 0.03 -0.054
N 8.360165 2.038928 -0.832006 -0.09 -0.12 0.19 -0.352
O 9.488123 1.836582 -1.243343 0.03 0.01 -0.01 0.060
O 7.467639 2.548805 -1.469030 0.06 0.05 -0.21 0.083
H 7.203827 0.558186 4.121224 -0.01 -0.01 0.00 0.106
H 9.405782 -0.024553 3.141180 0.00 -0.01 0.00 0.102
H 9.944862 0.687968 0.818497 0.00 0.02 -0.02 0.113
H 6.107539 2.534537 0.479966 0.00 0.00 -0.01 0.113
H 5.573686 1.850369 2.817119 -0.02 -0.02 -0.03 0.096
C 2.152105 5.515584 -8.615396 0.00 -0.01 0.01 -0.085
C 2.205602 4.130273 -8.535269 0.00 0.01 -0.02 -0.078
C 2.103336 3.500077 -7.305238 0.01 -0.05 -0.06 -0.010
C 1.945071 4.282216 -6.178921 0.00 -0.04 0.09 -0.139
C 1.892410 5.661646 -6.228294 0.01 0.08 -0.01 0.006
C 1.998506 6.277886 -7.465387 0.00 0.01 -0.01 -0.067
N 1.831858 3.624696 -4.855496 0.09 0.14 -0.25 -0.344
O 1.928965 2.412941 -4.820367 -0.03 -0.02 0.02 0.075
O 1.656906 4.351098 -3.907797 -0.13 -0.18 0.21 0.087
H 2.233606 6.003065 -9.578340 0.00 0.00 0.00 0.101
H 2.329770 3.537036 -9.431476 0.00 0.00 0.00 0.102
H 2.146295 2.425535 -7.209468 0.00 0.00 0.03 0.116
H 1.779443 6.228319 -5.315010 0.00 -0.02 0.02 0.121
H 1.963830 7.357201 -7.526283 0.00 0.00 0.00 0.107
C 1.458441 -1.594830 0.880714 -0.05 -0.04 0.05 -0.061
C 2.737234 -1.805230 1.379741 -0.02 0.04 0.02 -0.059
C 3.221370 -1.013469 2.409581 0.04 -0.08 0.00 -0.003
C 2.394092 -0.037061 2.931573 0.04 0.05 0.08 -0.148
C 1.116003 0.189386 2.460011 -0.09 0.05 -0.06 0.006
C 0.655193 -0.597901 1.419244 -0.05 -0.05 -0.02 -0.055
N 2.896824 0.816012 4.024425 -0.01 0.13 -0.21 -0.345
O 4.062221 0.686782 4.352204 0.10 -0.10 0.12 0.044
O 2.132569 1.616127 4.516014 -0.05 -0.05 0.12 0.089
H 1.078552 -2.206479 0.073463 0.04 0.00 -0.04 0.088
H 3.361525 -2.581834 0.962622 0.03 -0.05 -0.03 0.107
H 4.217387 -1.145349 2.805052 0.00 0.02 0.01 0.115
H 0.515344 0.978270 2.886733 0.01 0.02 0.00 0.122
H -0.336203 -0.425806 1.021195 0.01 0.02 -0.02 0.100
C -5.428845 -0.376294 -1.543141 -0.12 -0.15 0.10 -0.071
C -4.503121 0.538976 -2.011278 -0.17 0.20 -0.05 -0.062
C -3.161751 0.217322 -2.049409 0.22 0.07 -0.09 0.004
C -2.774707 -1.037847 -1.625725 -0.13 -0.29 0.14 -0.138
C -3.677932 -1.983718 -1.154285 0.01 0.28 -0.03 0.000
C -5.023494 -1.632860 -1.108133 0.26 -0.02 -0.07 -0.069
N -1.333421 -1.356939 -1.658044 0.08 0.33 -0.07 -0.351
O -0.581850 -0.467275 -1.982257 0.12 0.11 -0.08 0.096
O -0.970912 -2.473805 -1.350700 -0.23 -0.47 0.16 0.061
H -6.475726 -0.105724 -1.502292 -0.02 -0.01 0.00 0.105
H -4.822579 1.519045 -2.338054 0.00 0.01 0.01 0.112
H -2.419927 0.922484 -2.395041 0.02 0.00 0.04 0.123
H -3.328226 -2.947871 -0.814130 0.05 -0.01 -0.01 0.099
H -5.736199 -2.346363 -0.722309 -0.05 0.08 -0.02 0.079
C -7.162402 -7.752109 -2.862864 0.00 0.00 0.01 -0.067
C -5.818849 -7.981941 -2.597708 -0.01 -0.02 -0.02 -0.060
C -5.132924 -7.160086 -1.719390 0.01 -0.06 -0.06 0.005
C -5.823773 -6.120686 -1.125745 0.00 0.00 0.02 -0.143
C -7.159846 -5.867138 -1.371977 -0.08 -0.01 -0.03 0.003
C -7.830400 -6.698060 -2.253557 -0.01 -0.02 -0.02 -0.062
N -5.103218 -5.245630 -0.193704 -0.14 0.11 -0.11 -0.317
O -3.924643 -5.471796 -0.006221 -0.05 0.14 0.14 0.073
O -5.728765 -4.335296 0.326113 0.22 -0.30 -0.05 0.044
H -7.692346 -8.398362 -3.549774 0.00 0.00 -0.01 0.108
H -5.300967 -8.801572 -3.076111 0.00 -0.01 -0.01 0.110
H -4.087219 -7.312474 -1.498555 -0.01 0.02 0.01 0.122
H -7.654599 -5.041109 -0.883918 0.02 0.00 0.01 0.121
H -8.875935 -6.520644 -2.464194 0.00 -0.01 -0.01 0.109
C -1.816314 -6.251012 3.983900 0.00 0.00 -0.02 -0.068
C -0.586086 -6.321968 4.622780 -0.03 0.00 0.04 -0.065
C 0.581338 -6.112375 3.908299 0.03 -0.01 0.07 -0.004
C 0.483527 -5.833726 2.558863 0.06 0.04 -0.02 -0.145
C -0.726419 -5.760327 1.897544 -0.06 0.02 -0.09 0.008
C -1.884373 -5.976687 2.624216 -0.09 0.06 0.08 -0.063
N 1.722425 -5.597675 1.794803 -0.05 -0.08 -0.01 -0.351
O 2.775721 -5.691799 2.390465 0.10 0.04 0.01 0.073
O 1.614039 -5.336945 0.614899 0.04 0.05 -0.04 0.074
H -2.726521 -6.400259 4.550625 -0.01 -0.01 0.00 0.103
H -0.533376 -6.532890 5.682259 -0.01 0.00 0.00 0.107
H 1.551081 -6.156614 4.380355 0.01 0.01 -0.02 0.119
H -0.755902 -5.529476 0.842721 0.02 0.02 0.00 0.120
H -2.840027 -5.903283 2.125298 0.00 -0.02 0.01 0.078
C -4.159321 -2.431642 3.298542 0.01 0.00 -0.01 -0.050
C -4.754075 -3.685833 3.347370 0.08 0.02 0.06 -0.066
C -5.153036 -4.216735 4.562601 0.00 -0.08 -0.08 -0.010
C -4.945164 -3.471466 5.707588 -0.03 -0.02 0.08 -0.152
C -4.356195 -2.221672 5.686075 0.04 0.05 0.00 -0.001
C -3.960718 -1.702523 4.463327 0.02 0.01 -0.02 -0.053
N -5.368251 -4.036342 7.004226 0.06 0.01 -0.07 -0.355
O -5.851786 -5.151548 7.002426 -0.03 -0.04 0.01 0.065
O -5.204366 -3.359070 7.996997 -0.01 0.03 0.05 0.077
H -3.847406 -2.024118 2.345207 0.00 0.00 0.00 0.108
H -4.898341 -4.242381 2.433992 -0.03 0.02 0.03 0.071
H -5.614879 -5.190455 4.631285 -0.02 0.01 0.03 0.117
H -4.210361 -1.676846 6.606437 -0.01 -0.01 0.01 0.119
H -3.492825 -0.728374 4.423348 0.00 0.00 -0.01 0.112